1.
Below is a structure of composition C5H8NS at a distorted geometry, with properties calculated with the ωB97M-V functional and the def2-TZVPD basis.

Each line ends with the natural charge from an NBO analysis.
Geometry (Å):
C  1.400  -0.787  0.884  -0.009
C  2.422  -0.910  -0.018  0.174
C  2.283  0.513  -0.555  -0.288
C  -2.392  0.235  0.921  -0.713
C  -0.611  -0.128  -1.094  -0.364
N  0.997  0.080  -0.065  -0.235
S  -1.733  -1.034  -0.265  0.413
H  0.921  -1.282  1.694  0.272
H  2.868  1.340  -0.068  0.272
H  2.328  0.841  -1.619  0.248
H  -3.001  0.798  0.241  0.257
H  -1.555  0.509  1.580  0.242
H  -3.049  -0.309  1.488  0.241
H  -0.606  0.905  -1.233  0.237
H  -0.272  -0.771  -1.891  0.252

calculated total energy	-17626.6734	eV
HOMO level (alpha / beta)	-13.7 / -13.7	eV
total charge	+1
relative energy (zero: lowest compared OMol25 entry of this formula, charge and spin)	603.8	kJ/mol

=====

2.
Below is a cluster of 2 separate species, C5H8NS in total at a distorted geometry, with properties calculated with the ωB97M-V functional and the def2-TZVPD basis.

Each line ends with the natural charge from an NBO analysis.
Geometry (Å):
C  -3.031  -1.076  -0.564  -0.050
C  -3.894  -0.627  0.370  0.048
C  -3.422  0.778  0.364  -0.307
C  3.955  -0.349  -0.057  -0.778
C  1.368  0.458  0.110  -0.339
N  -2.314  -0.039  -0.078  -0.372
S  2.255  -0.910  0.191  0.752
H  -2.732  -1.965  -1.073  0.234
H  -3.874  1.393  -0.405  0.236
H  -3.285  1.298  1.308  0.219
H  4.121  -0.165  -1.116  0.274
H  4.614  -1.150  0.271  0.277
H  4.149  0.551  0.518  0.267
H  1.796  1.433  -0.047  0.250
H  0.295  0.371  0.207  0.286

calculated total energy	-17626.4949	eV
HOMO level	-11.1	eV
total charge	+1
relative energy (zero: lowest compared OMol25 entry of this formula, charge and spin)	621.0	kJ/mol

=====

3.
Below is an isolated molecule of C5H8O at a distorted geometry, with properties calculated with the ωB97M-V functional and the def2-TZVPD basis.

Each line ends with the natural charge from an NBO analysis.
Geometry (Å):
C  1.848  1.037  -0.017  -0.102
C  0.872  -0.078  -0.475  -0.195
C  -0.305  -0.402  0.225  -0.215
C  -1.324  -1.404  -0.146  -0.236
C  -2.420  -1.268  0.647  -0.363
H  1.203  2.636  -0.872  0.461
H  2.795  0.539  -0.018  0.183
H  1.566  1.552  0.876  0.168
H  1.213  -0.481  -1.435  0.202
H  -0.431  0.124  1.115  0.191
H  -1.189  -2.064  -0.944  0.220
H  -2.449  -0.365  1.431  0.191
H  -3.370  -1.873  0.626  0.206
O  1.991  2.046  -1.014  -0.711

calculated total energy	-7359.7939	eV
HOMO level	-8.6	eV
relative energy (zero: lowest compared OMol25 entry of this formula, charge and spin)	237.5	kJ/mol
SMILES	C=C/C=C/CO

=====

4.
Below is an isolated molecule of C5H8O, with properties calculated with the ωB97M-V functional and the def2-TZVPD basis.

Each line ends with the natural charge from an NBO analysis.
Geometry (Å):
C  -1.204  -0.723  -0.649  -0.639
C  -0.403  0.568  -0.563  -0.190
C  -0.012  1.331  0.677  -0.408
C  0.996  0.438  0.027  -0.362
C  1.204  -0.909  0.642  0.440
O  1.415  -1.897  -0.026  -0.523
H  -1.671  -1.028  0.297  0.210
H  -1.960  -0.693  -1.441  0.221
H  -0.471  -1.504  -0.883  0.239
H  -0.460  1.185  -1.458  0.218
H  -0.390  1.019  1.654  0.214
H  0.124  2.403  0.579  0.224
H  1.802  0.803  -0.599  0.244
H  1.030  -0.994  1.742  0.112

calculated total energy	-7360.6618	eV
HOMO level	-9.9	eV
relative energy (zero: lowest compared OMol25 entry of this formula, charge and spin)	153.8	kJ/mol
SMILES	C[C@H]1C[C@H]1C=O

=====

5.
Below is an isolated molecule of C5H8O, with properties calculated with the ωB97M-V functional and the def2-TZVPD basis.

Each line ends with the natural charge from an NBO analysis.
Geometry (Å):
C  -2.008  0.001  0.542  -0.716
C  -0.731  0.725  0.177  0.596
O  -0.461  1.842  0.574  -0.552
C  0.233  -0.131  -0.577  -0.352
C  1.639  0.297  -0.851  -0.404
C  1.376  -0.621  0.295  -0.389
H  -2.502  -0.400  -0.349  0.227
H  -1.740  -0.861  1.166  0.234
H  -2.686  0.646  1.098  0.235
H  -0.207  -0.868  -1.245  0.225
H  1.900  1.319  -0.607  0.237
H  2.106  -0.096  -1.749  0.220
H  1.647  -1.668  0.235  0.217
H  1.435  -0.184  1.290  0.223

calculated total energy	-7361.3538	eV
HOMO level	-9.6	eV
relative energy (zero: lowest compared OMol25 entry of this formula, charge and spin)	87.0	kJ/mol
SMILES	CC(=O)C1CC1

=====

6.
Below is a structure of composition C5H8O, with properties calculated with the ωB97M-V functional and the def2-TZVPD basis.

Each line ends with the natural charge from an NBO analysis.
Geometry (Å):
C  1.557  0.004  0.595  -0.397
C  2.376  0.422  1.553  -0.388
C  -1.196  -0.048  -1.612  -0.363
C  -1.654  0.596  -0.329  -0.085
O  -1.779  -0.747  0.244  -0.504
C  -1.351  -1.214  -0.982  0.135
H  1.611  0.397  -0.418  0.194
H  0.783  -0.737  0.784  0.201
H  2.321  0.024  2.563  0.193
H  3.139  1.173  1.367  0.192
H  -0.916  1.175  0.235  0.202
H  -2.627  1.093  -0.336  0.196
H  -1.238  -2.278  -1.158  0.199
H  -0.883  0.293  -2.586  0.225

calculated total energy	-7359.0057	eV
HOMO level	-9.0	eV
relative energy (zero: lowest compared OMol25 entry of this formula, charge and spin)	313.5	kJ/mol

=====

Number 5 is which compound? C5H8O

=====

Repeat the fourth record exactly.
Below is an isolated molecule of C5H8O, with properties calculated with the ωB97M-V functional and the def2-TZVPD basis.

Each line ends with the natural charge from an NBO analysis.
Geometry (Å):
C  -1.204  -0.723  -0.649  -0.639
C  -0.403  0.568  -0.563  -0.190
C  -0.012  1.331  0.677  -0.408
C  0.996  0.438  0.027  -0.362
C  1.204  -0.909  0.642  0.440
O  1.415  -1.897  -0.026  -0.523
H  -1.671  -1.028  0.297  0.210
H  -1.960  -0.693  -1.441  0.221
H  -0.471  -1.504  -0.883  0.239
H  -0.460  1.185  -1.458  0.218
H  -0.390  1.019  1.654  0.214
H  0.124  2.403  0.579  0.224
H  1.802  0.803  -0.599  0.244
H  1.030  -0.994  1.742  0.112

calculated total energy	-7360.6618	eV
HOMO level	-9.9	eV
relative energy (zero: lowest compared OMol25 entry of this formula, charge and spin)	153.8	kJ/mol
SMILES	C[C@H]1C[C@H]1C=O

=====

Which of these has the highest calculated total energy? number 6